{"formula": "C24H53N3O5PS", "method": "ωB97M-V/def2-TZVPD", "fmax_ev_per_a": 1.54, "total_charge": 1, "e_homo_ev": -11.03, "de_lowest_ev": 3.2001, "gap_ev": 8.815, "lumo_ev": -2.21, "elements": ["S", "P", "O", "O", "O", "O", "O", "N", "N", "N", "C", "C", "C", "C", "C", "C", "C", "C", "C", "C", "C", "C", "C", "C", "C", "C", "C", "C", "C", "C", "C", "C", "C", "C", "H", "H", "H", "H", "H", "H", "H", "H", "H", "H", "H", "H", "H", "H", "H", "H", "H", "H", "H", "H", "H", "H", "H", "H", "H", "H", "H", "H", "H", "H", "H", "H", "H", "H", "H", "H", "H", "H", "H", "H", "H", "H", "H", "H", "H", "H", "H", "H", "H", "H", "H", "H", "H"], "coordinates": [[2.850064, 1.201940, -2.477718], [1.460314, 0.375777, -3.547706], [-2.949550, 4.027571, -3.716202], [1.917886, -1.018463, 2.910333], [-0.013867, 3.031003, 0.923541], [0.295301, -1.017394, 6.886603], [2.861526, -2.473873, -4.201960], [-1.985661, -0.021492, -4.432386], [-0.760775, 1.769495, -2.543157], [-1.310670, 0.125406, -0.782700], [1.187470, 2.753522, 2.953850], [-0.155556, 2.048191, 3.076743], [-0.024940, 1.461143, -3.801154], [0.058626, -0.207151, 8.043973], [-3.507110, 4.910804, -2.722803], [2.336471, -3.100179, 1.868437], [1.906315, -2.026974, 3.931124], [-1.711077, 0.681409, -2.054440], [-5.013737, 4.717207, -2.777494], [-3.970962, 3.118890, -4.174131], [4.202275, -4.420000, -4.076969], [1.995038, -1.636894, 1.625357], [-0.952987, 2.695843, 1.957727], [-0.261943, -2.320021, 7.093050], [1.674549, -3.352043, 3.219700], [2.547952, -3.294373, -5.336648], [3.991418, -3.026385, -3.505960], [-0.611379, -2.411001, 8.570974], [1.324066, 2.907359, 1.450084], [-0.949282, -0.960878, 8.899326], [3.719844, -4.247110, -5.513938], [-1.861501, -0.454602, -3.043934], [-5.133237, 3.256776, -3.202507], [-0.939623, 0.905996, -4.899579], [-5.499307, 4.940617, -1.829932], [-1.156289, -2.416812, 6.466875], [-0.868507, -0.719227, 9.957536], [1.621385, -3.839027, -5.124224], [1.907465, 3.781522, 1.162666], [-1.966585, -0.731081, 8.574322], [-2.670937, 1.160666, -1.890336], [-3.565104, 2.104658, -4.213645], [1.018151, -1.535619, 1.131828], [1.008144, -0.073927, 8.572082], [-1.917298, -0.837820, -5.026222], [3.418140, -3.224092, 1.952669], [1.134311, -1.793683, 4.661839], [-6.090186, 3.009316, -3.656541], [-0.311977, 0.237728, -0.631713], [-4.987494, 2.601274, -2.338648], [2.743614, -1.120129, 1.021502], [-1.331231, 2.608646, -2.738107], [-0.108259, 2.056652, -1.797296], [1.782448, 2.019586, 1.001496], [4.856695, -2.383657, -3.691139], [0.260908, -2.730509, 9.145016], [-5.447541, 5.362795, -3.542912], [3.434191, -5.179202, -5.997333], [1.924115, 0.158517, -4.856601], [5.234896, -4.753239, -3.998240], [-1.386105, 1.743382, -5.434160], [-1.094220, -1.210401, -2.860836], [3.787091, -3.030277, -2.435241], [0.461901, -3.074882, 6.781549], [-1.717879, 2.029644, 1.549176], [-1.440753, 3.617607, 2.288955], [0.382636, 2.400701, -4.162928], [3.570344, -5.141778, -3.554866], [-3.200599, 5.932479, -2.940658], [1.041750, -0.891395, -3.103730], [-0.030547, 0.980258, 2.880527], [-4.261982, 3.412297, -5.186170], [1.138675, 3.734964, 3.431003], [-0.288476, 0.386494, -5.600947], [2.013407, 2.199740, 3.394729], [-0.301224, 0.772533, 7.727990], [2.090014, -4.199773, 3.761588], [2.384405, -2.657631, -6.207968], [2.876363, -2.012883, 4.437799], [-1.423125, -3.108451, 8.770206], [4.499787, -3.776514, -6.115749], [-0.623454, 2.163794, 4.052391], [0.603965, -3.525259, 3.084556], [-1.795365, 0.603468, -0.032491], [1.980276, -3.755309, 1.074186], [-3.104832, 4.630042, -1.742931], [-2.801063, -0.926307, -2.770354]], "atomic_forces_ev_per_a": [[-0.496, 0.036, 0.330], [1.451, 0.223, 0.464], [0.246, -0.427, 0.281], [-0.066, -0.010, -0.132], [-0.057, -0.206, -0.083], [-0.078, -0.060, 0.058], [-0.124, 0.076, -0.011], [0.550, 0.243, 0.038], [-0.333, 0.690, -0.346], [0.088, 0.631, -0.178], [-0.033, 0.202, 0.079], [0.004, -0.272, -0.067], [0.005, -0.709, -0.542], [0.134, -0.009, 0.034], [0.009, 0.025, 0.125], [0.105, -0.039, 0.004], [0.107, -0.037, 0.093], [-0.152, -0.665, 0.915], [-0.034, 0.041, -0.137], [-0.087, 0.048, -0.135], [-0.144, -0.070, 0.054], [-0.076, 0.081, 0.041], [-0.007, 0.229, 0.021], [-0.092, 0.061, -0.071], [-0.126, 0.029, -0.061], [-0.093, -0.063, 0.060], [0.160, 0.078, -0.021], [0.113, -0.032, 0.072], [0.151, -0.177, -0.139], [-0.122, 0.024, -0.064], [0.121, 0.075, -0.056], [-0.199, -0.065, -0.460], [0.096, -0.040, 0.111], [-0.209, -0.068, 0.243], [0.010, -0.015, 0.013], [-0.008, -0.063, 0.023], [0.023, -0.008, 0.003], [0.011, -0.031, -0.045], [-0.089, 0.033, -0.079], [0.005, 0.012, 0.010], [-0.082, 0.261, -0.349], [0.028, 0.035, -0.035], [0.014, -0.055, -0.052], [-0.026, 0.031, 0.038], [-0.438, -0.028, 0.056], [-0.002, 0.011, -0.014], [0.018, 0.135, -0.018], [-0.001, 0.001, -0.009], [-0.005, -0.340, 0.204], [-0.027, -0.010, -0.005], [-0.005, 0.045, 0.023], [-0.042, 0.036, -0.073], [0.030, -0.163, 0.042], [0.067, 0.018, 0.042], [0.015, -0.018, 0.026], [-0.004, -0.015, -0.010], [0.002, 0.015, 0.016], [-0.017, -0.008, 0.019], [-0.593, -0.099, -0.102], [0.012, 0.019, -0.018], [-0.150, 0.045, -0.009], [0.261, 0.092, 0.030], [-0.067, 0.050, -0.010], [0.035, 0.038, -0.026], [-0.033, 0.053, -0.029], [-0.054, -0.041, 0.016], [0.252, 0.108, 0.084], [0.019, 0.000, 0.012], [0.070, -0.031, -0.059], [-0.303, 0.123, -0.244], [0.038, -0.005, 0.066], [-0.016, -0.018, 0.000], [0.025, 0.005, -0.016], [0.104, 0.133, -0.231], [-0.024, -0.070, -0.029], [0.021, -0.008, -0.061], [0.026, 0.006, -0.005], [0.008, 0.053, 0.033], [-0.015, -0.033, 0.029], [-0.016, 0.011, -0.011], [-0.016, -0.002, -0.015], [-0.016, 0.018, -0.007], [0.004, -0.009, 0.017], [0.243, -0.053, 0.112], [-0.021, 0.005, 0.004], [-0.029, 0.044, 0.020], [-0.052, -0.153, 0.103]]}